DFT (wB97M-V/def2-TZVPD) results for a cluster of 8 separate species, C33H72B2Br2N9O14P2 in total.

Each line ends with the Mulliken charge.
CARTESIAN COORDINATES (ANGSTROEM)
H 1.68644 -4.22601 1.23259  0.176
O 0.40659 -7.70787 8.23126  -0.622
H 4.43409 4.15754 -2.98564  0.079
H -1.53981 -4.91181 5.73586  0.309
C -2.54909 1.43182 -3.42697  0.643
Br -0.42405 -1.22460 -6.47540  -0.245
C -1.45765 1.46673 -6.96582  0.027
N -4.33732 0.65661 -5.94886  -0.354
H 1.29107 0.15264 3.42825  0.296
H 0.64187 -3.95990 -0.18693  0.351
H 4.57164 0.35527 3.91267  0.313
C 4.08011 0.36670 4.89899  0.126
C 2.08297 0.89299 3.56635  -0.854
C -1.61662 6.14564 -4.55387  -1.066
O -1.94759 -0.56719 -1.27750  -0.428
H -0.51863 5.92912 -4.30648  0.261
C 3.42402 6.18578 -5.25512  0.493
O 5.66409 3.41240 -4.41407  -0.683
H 6.03819 0.46428 -1.98576  0.381
C 4.34516 -4.96250 4.01148  -0.848
H 2.04598 -0.27726 6.55871  0.296
O 1.44115 2.26194 -4.26149  -0.628
H 5.22938 2.27350 -0.37202  0.347
C 5.10047 3.35395 -3.33544  0.359
C 1.98070 0.69008 6.05570  -0.993
C -6.21717 0.15376 -4.39843  -1.215
H -2.12012 1.57574 0.34702  0.314
O 4.39117 -4.42650 1.29042  -0.607
C 0.27940 -7.00890 7.24153  0.168
H 4.78985 -5.87490 3.60735  0.316
C -2.37550 6.43205 -2.31456  -1.004
H -0.04361 3.76932 -2.95053  0.185
B -1.23851 1.89562 -5.39329  0.207
C -4.98542 3.49532 -2.43807  -1.001
H 2.78301 0.82529 2.73335  0.241
H -1.83229 5.63821 -5.53893  0.153
H -4.74185 -6.01226 12.23248  0.371
H 5.46592 4.86468 -6.01584  0.221
H -2.13287 -8.22231 7.28692  0.342
H 3.28132 -4.95250 3.76197  0.142
P -1.73461 1.08024 -1.73372  0.607
H -1.48558 -6.36583 4.70191  0.325
H 4.73567 4.52700 -7.60036  0.320
C -2.85633 2.94213 -3.85680  0.813
H -5.17499 0.64542 -6.55566  0.202
H -1.71269 7.26776 -4.57497  0.425
H 0.17500 -5.14043 1.06589  0.279
H -6.97231 -5.99913 10.98324  0.337
O -2.43600 1.99532 -0.47716  -0.526
H -6.51339 0.94735 -3.64591  0.189
N 5.20757 2.33079 -2.45236  0.189
C -4.35468 3.48754 -3.71731  -0.392
C -6.57258 -5.00280 10.77837  -0.931
C 4.93996 -3.66229 2.05960  0.116
C 4.50238 2.33057 -1.18733  -0.997
H 1.64539 1.89395 3.58443  0.341
C -0.64486 -2.03538 0.88944  -1.108
C 5.02103 5.31776 -6.90184  -0.762
C -1.49940 -0.06901 -9.07631  -1.146
H -2.99617 -6.76470 6.72583  0.356
N 2.75239 0.64337 4.82836  0.169
C 3.09618 6.76164 -7.58243  -0.954
O -3.58352 -4.75818 8.79502  -0.573
H -2.54590 0.27328 -9.36450  0.318
H 7.07635 1.55329 -2.94445  0.293
H 0.14104 -1.50412 0.34836  0.446
C -0.97532 -5.81645 5.49757  -0.784
H 1.15033 2.52910 -6.72110  0.071
C -1.19434 0.23232 -7.54353  0.165
H -6.83745 0.17587 -5.33686  0.433
C 0.65348 -4.17578 0.88072  -0.828
H -1.39385 7.01649 -2.35534  0.311
H -7.16220 -4.53774 9.98792  0.291
H -3.18733 7.23484 -2.26815  0.265
H 6.45622 -3.35963 4.81433  0.345
C -4.73345 -4.68742 9.17858  0.108
H 3.90773 3.23684 -1.07283  0.289
H 0.93798 0.92160 5.84079  0.397
H -4.22303 0.28248 -2.48752  0.366
C -3.68773 0.32053 -3.49519  -0.639
H 5.69469 0.74672 -3.71278  0.303
H -3.15238 -0.68231 -3.57909  0.514
H 4.46767 -4.94331 5.09403  0.397
H -6.24693 -0.86138 -3.87672  0.266
H 2.39861 1.45461 6.71449  0.311
Br -2.22411 2.87495 -8.15754  -0.254
H 2.06914 6.38880 -7.58758  0.273
H -2.18716 -6.77508 8.31340  0.335
H 3.55408 6.58748 -8.55582  0.391
H -5.41301 2.56318 -1.97225  0.157
O -0.82570 4.07086 -2.44441  -0.421
N -0.90354 -6.65441 6.68014  0.217
P 0.53299 2.72493 -5.44420  0.706
H 4.93729 -2.43547 4.96631  0.380
H -0.70219 0.36518 -9.75144  0.239
H -1.37625 -2.42266 0.17933  0.448
O -1.54207 0.93814 -4.32701  0.050
H 1.15083 -6.59677 6.70792  0.235
H 3.84058 1.46232 -1.14687  0.382
H -5.10400 4.45613 -1.85277  0.197
H -1.14083 -1.34241 1.56998  0.218
C -0.14143 -3.24740 2.96496  0.018
O 0.33200 -4.15051 3.63515  -0.655
H 3.07674 7.83383 -7.37181  0.286
H -0.69753 -2.41523 3.42657  0.338
H 0.35954 4.15128 -5.24714  -0.155
N 4.98854 -3.80979 3.40836  0.177
H -1.58178 -1.03742 -2.05965  0.359
H -4.89760 3.85326 -4.64763  0.209
H 6.09523 -2.04186 3.67555  0.287
H 5.74911 5.98043 -7.37908  0.335
B -2.00548 4.16812 -3.23756  0.601
H 5.45667 -2.75561 1.70494  0.308
H -2.40372 5.86423 -1.33925  0.272
H 0.01653 -5.53676 5.15653  0.210
O -2.32761 2.89673 -5.20498  -0.546
H -1.49397 -1.19135 -9.28162  0.324
N -0.05412 -3.14400 1.61734  0.265
C -4.23819 -5.71660 11.31257  -0.900
O 4.69958 0.14831 5.92267  -0.620
O -0.21305 1.27258 -1.76401  -0.575
C -2.13396 -7.12885 7.28278  -1.075
C -4.66210 0.40870 -4.72242  0.003
C 5.66114 -2.85181 4.26263  -1.017
N 3.84522 6.08395 -6.54264  0.127
C 6.05346 1.20229 -2.78728  -0.985
N -5.18295 -5.11954 10.38689  0.114
N -2.53653 5.56293 -3.52074  -0.250
H -5.52784 -4.25128 8.55168  0.289
H -6.64050 -4.39132 11.68167  0.334
O 2.44866 6.81030 -4.88075  -0.643
H 4.06434 5.63779 -4.54782  -0.039
H -3.45187 -4.99360 11.54034  0.291
H -3.78176 -6.59234 10.84607  0.275

HOMO-LUMO gap ... 6.611 eV
Total charge ... -1
Lowest unoccupied orbital energy ... 0.05870 Ha
2S+1 ... 1
HOMO level ... -5.0 eV

DFT (wB97M-V/def2-TZVPD) results for a structure of composition C33H72Br2I2NO.

Each line ends with the Mulliken charge.
CARTESIAN COORDINATES (ANGSTROEM)
H 2.10912 -7.40615 -2.64207  0.380
C -3.05144 -5.33915 -0.22314  -0.449
C -0.26442 0.04351 -0.32183  -0.776
C 0.67743 -5.81743 -2.86769  -0.531
H -0.45404 7.63007 2.40001  0.425
C 2.91838 1.77436 -1.44919  -1.074
H 2.01047 -0.98914 0.86884  0.502
C -2.29501 8.66654 1.95543  -0.921
C -3.30080 5.71658 1.80133  -1.375
C 2.30859 -5.25072 -6.11852  -0.478
H -0.16505 -6.43073 -2.54698  0.247
H 2.15534 -4.39379 -6.77935  0.392
H -0.98248 6.51004 5.93833  0.135
H -3.37179 -5.01955 0.77238  0.415
Br -0.29122 0.74592 1.49881  -0.080
H -3.36145 8.54111 2.15889  0.370
C -0.52931 5.75567 6.58564  -1.015
H -3.03255 -7.15973 -1.38263  0.205
H 2.60903 1.89667 -2.48702  0.342
C -1.52985 7.43864 2.45184  -0.367
H -0.57600 -1.13760 -2.61311  0.449
I 2.35035 -2.80311 -1.02795  0.305
H -0.69269 1.50459 5.24888  0.379
H -2.71663 9.84977 0.22107  0.393
H 3.43245 -5.35100 -2.80921  0.238
C 1.18472 0.05432 -0.85176  0.050
N 1.70210 1.47270 -0.64925  -0.071
H 0.25415 5.45723 3.92400  -0.173
H -5.41619 -6.45444 -1.36067  0.210
H -1.25292 4.94908 6.71369  0.282
H -0.25028 10.08822 0.67869  0.294
C 5.30102 1.14508 -0.87570  -0.564
C 2.24545 -0.83120 -0.18570  -1.005
H -0.37082 6.20887 7.56402  0.401
H -6.78201 -6.81812 0.70126  0.391
H 5.15306 1.67682 0.07567  0.377
C 1.83281 -6.66162 -3.39219  -0.764
C -1.14728 -1.19052 -0.48722  -0.259
H 2.82734 -6.55529 -7.77357  0.389
C -4.99296 -7.00370 -0.51457  -0.528
H -1.56002 6.24867 0.64847  0.299
H -3.96760 6.45026 1.34724  0.355
H -0.56919 9.53116 -0.96298  0.385
C -3.48127 -6.78800 -0.45706  -0.776
C -3.56988 -4.33954 -1.25450  0.070
H 5.58414 1.88708 -1.62895  0.409
H 1.22489 4.50709 6.66097  0.255
C -5.71584 -6.60069 0.76658  -1.216
H -3.59883 5.59830 2.84523  0.304
H 2.16910 -3.98131 -4.38902  0.100
C 2.85039 -4.74323 -4.78299  -0.281
H 0.05021 2.56548 6.41711  0.349
H -2.16409 -0.84652 -0.28568  0.689
H -1.98567 -4.63713 -2.70826  -0.052
C -1.08518 -1.79523 -1.90241  -0.912
C 3.07021 -5.82965 -3.72809  -0.711
H 0.31260 -5.12177 -3.62625  0.270
H 7.15206 0.43100 -0.02586  0.371
H 1.46781 1.39150 3.96917  0.023
C 0.07136 2.27855 5.36326  -0.661
H -5.31670 -7.14469 1.62527  0.294
C -2.10389 8.98126 0.47252  -0.390
I 4.08623 -0.42147 -3.17967  0.260
H 6.86801 -0.14111 -1.67221  0.364
C -3.07853 -4.61790 -2.67162  -1.047
H -3.25001 -3.33686 -0.94952  -0.090
H -1.75713 7.29144 3.51284  0.107
H 1.49826 6.07785 5.95103  0.390
C 3.92953 0.61898 -1.26021  0.312
C 0.63150 4.67278 4.58894  -0.146
H -0.01551 8.39269 0.26013  0.255
H -1.32812 3.78215 4.73267  0.377
H -5.18387 -8.05957 -0.71914  0.444
C -1.84023 6.14521 1.70157  0.180
H 1.19160 -0.11034 -1.93292  0.420
H 3.34962 -7.16362 -6.20964  0.294
H -3.06500 -7.40365 0.34597  0.454
C 0.78343 5.25282 5.99388  -0.544
H 3.33455 2.71869 -1.08287  0.481
H 3.80360 -4.23333 -4.95779  0.438
H -5.61250 -5.53383 0.97235  0.270
C 1.43617 1.69057 5.02155  -0.960
H -0.78892 0.82678 -0.88693  0.551
H -2.09883 -1.95813 -2.27366  0.346
Br -0.88691 -2.53790 0.88581  -0.016
H -1.97777 9.53158 2.54517  0.391
H 3.87355 -6.49718 -4.04779  0.388
H 1.64795 0.80702 5.62383  0.400
H 5.97637 -0.85088 -0.31219  0.311
H -3.43400 -5.58139 -3.03752  0.431
H 4.21817 -5.83041 -6.96847  0.298
C 6.38506 0.07940 -0.71741  -1.249
C -0.30891 3.47132 4.48918  0.129
H -3.47153 4.76408 1.29658  0.371
H 1.90731 1.56889 0.34926  0.444
H -0.34022 3.14719 3.44100  -0.266
H -3.42784 -3.85704 -3.37242  0.390
H 1.01595 -5.22452 -2.01433  -0.028
H -1.20732 5.34986 2.10990  -0.119
H -0.57004 -2.75798 -1.90759  -0.014
H 0.96472 2.14734 -0.85101  0.417
H -4.66259 -4.31967 -1.24208  0.355
O 3.51024 -0.20948 -0.20548  -0.301
H 1.62040 4.40328 4.20433  0.336
H -1.95680 -5.29558 -0.21339  0.208
C -0.65414 9.26189 0.09032  -1.168
H 1.32090 -5.69748 -5.97315  0.228
C 3.22648 -6.25727 -6.80409  -1.257
H -2.48937 8.15784 -0.13613  0.215
H 2.24240 2.40569 5.18948  0.306
H 1.50493 -7.22427 -4.26978  0.326

HOMO-LUMO gap ... 8.660 eV
Total charge ... +1
Lowest unoccupied orbital energy ... -0.11480 Ha
2S+1 ... 1
HOMO level ... -11.8 eV

Question: Look up the total charge of the second one.
Answer: +1

Question: HOMO-LUMO gap of number 2 (C33H72Br2I2NO)?
Answer: 8.660 eV

Question: Which of these has the lowest lowest unoccupied orbital energy?
Answer: C33H72Br2I2NO